The following is a quantum chemistry calculation of a single C5H9ClS molecule at a distorted geometry, from the OMol25 dataset.

Structure (XYZ):
```
16
Properties=species:S:1:pos:R:3
C -2.03975 0.29903 0.46589
C -0.49563 0.53809 0.39860
C 0.06907 0.86144 -1.02999
S 0.32552 1.54085 1.65429
C 0.32658 -0.30473 1.30281
C 1.93463 -1.02435 0.85442
Cl -0.31958 -1.23642 2.57999
H -2.19634 0.04498 1.48462
H -2.41479 -0.42641 -0.21422
H -2.58358 1.23438 0.11374
H -0.33182 0.24169 -1.79973
H 1.10423 0.74915 -0.98009
H -0.09989 1.99107 -1.18073
H 2.42494 -0.38743 0.02499
H 1.74386 -2.11663 0.59920
H 2.51275 -0.96549 1.79522
```

Gap between HOMO and LUMO (eV): 9.67
Energy above the lowest of the compared OMol25 structures with the same formula, charge and spin (kcal/mol): 27.7
E_tot (eV): -28687.000
E_HOMO (eV): -8.865
SMILES string: CC1(C)S[C@@]1(C)Cl
E_LUMO (eV): 0.81